1.
Here is a structure of composition C20H45Cl3O2P2Sn at a distorted geometry from the Open Molecules 2025 dataset. Energies are from wB97M-V/def2-TZVPD.

The calculation puts the energy relative to the best compared isomer or geometry (same formula, charge and spin) at 0.0 kcal per mole. The total energy is -3217.1111 a.u.

XYZ file:
```
73
Properties=species:S:1:pos:R:3:forces:R:3
Sn 0.003 -0.005 -0.006 0.0 0.2 -0.9
Cl -0.061 0.039 -2.577 -0.1 0.0 -0.7
P -0.362 -2.474 -0.232 -0.4 0.5 0.0
C 0.681 -3.133 -1.577 0.0 -0.5 -0.7
C -0.074 -3.473 1.241 -0.1 -1.4 0.0
C -2.087 -2.588 -0.847 -0.1 -0.6 -0.5
C 2.086 -2.530 -1.738 0.3 0.2 -0.1
H 0.105 -2.868 -2.489 0.2 -0.1 0.5
C 0.796 -4.659 -1.492 0.2 -0.5 -0.4
H 1.571 -4.963 -0.766 -0.4 0.1 -0.2
H 1.113 -5.038 -2.483 -0.1 0.1 0.5
H -0.148 -5.160 -1.236 0.4 0.1 -0.1
H 2.048 -1.588 -2.307 0.0 -0.3 0.4
H 2.717 -3.241 -2.305 -0.3 0.3 0.2
H 2.572 -2.342 -0.769 -0.1 -0.1 -0.3
H -2.016 -2.045 -1.814 0.1 -0.2 0.5
C -3.157 -1.891 0.003 -0.4 0.2 0.4
C -2.499 -4.041 -1.138 -0.5 0.0 -0.3
H -2.028 -4.425 -2.055 -0.1 0.0 0.4
H -3.594 -4.071 -1.292 0.4 -0.1 0.0
H -2.265 -4.709 -0.294 -0.1 0.2 -0.3
H -2.737 -1.122 0.668 -0.3 -0.3 -0.2
H -3.728 -2.617 0.615 0.4 0.3 -0.3
H -3.877 -1.390 -0.678 0.4 -0.3 0.5
C 1.344 -3.289 1.783 0.4 0.2 0.2
H -0.154 -4.493 0.826 0.1 0.0 0.5
C -1.121 -3.332 2.346 -0.3 0.1 0.2
H 2.111 -3.698 1.103 -0.3 0.2 0.3
H 1.433 -3.825 2.748 0.0 0.2 -0.5
H 1.578 -2.224 1.969 0.0 -0.6 -0.1
H -1.330 -2.275 2.595 0.0 -0.5 -0.1
H -0.736 -3.821 3.262 -0.2 0.2 -0.4
H -2.066 -3.837 2.076 0.3 0.4 0.1
H 1.677 -0.272 -0.384 -0.3 0.1 0.6
H -1.692 0.289 -0.316 0.3 -0.2 0.6
P 0.357 2.485 -0.179 0.3 -0.7 0.0
C -0.827 3.190 -1.381 0.0 0.6 -0.7
C 0.233 3.425 1.352 0.1 1.4 0.0
C 2.001 2.615 -0.974 0.1 0.6 -0.5
C -2.237 2.587 -1.426 -0.3 -0.2 -0.1
H -0.345 2.969 -2.358 -0.2 0.1 0.5
C -0.935 4.711 -1.219 -0.2 0.5 -0.3
H -1.624 4.978 -0.398 0.3 -0.1 -0.3
H -1.361 5.129 -2.151 0.1 -0.1 0.4
H 0.032 5.207 -1.049 -0.4 -0.1 0.0
H -2.241 1.631 -1.971 0.0 0.3 0.3
H -2.907 3.285 -1.966 0.3 -0.3 0.2
H -2.654 2.427 -0.420 0.1 0.1 -0.4
H 1.820 2.113 -1.949 -0.1 0.2 0.5
C 3.149 1.868 -0.278 0.4 -0.2 0.4
C 2.399 4.074 -1.244 0.4 0.0 -0.4
H 1.817 4.512 -2.066 0.1 0.0 0.3
H 3.463 4.095 -1.543 -0.4 0.1 0.1
H 2.297 4.698 -0.342 0.1 -0.1 -0.3
H 2.801 1.155 0.489 0.3 0.3 -0.3
H 3.859 2.574 0.202 -0.5 -0.3 -0.2
H 3.717 1.297 -1.042 -0.3 0.3 0.5
C -1.133 3.241 2.025 -0.4 -0.1 0.0
H 0.298 4.459 0.970 -0.1 0.0 0.5
C 1.377 3.228 2.339 0.3 -0.2 0.3
H -1.915 3.856 1.541 0.3 -0.4 0.2
H -1.062 3.562 3.080 -0.1 -0.1 -0.4
H -1.453 2.182 2.013 0.1 0.5 0.1
H 1.498 2.173 2.636 0.1 0.6 -0.2
H 1.155 3.801 3.259 0.1 -0.2 -0.4
H 2.336 3.593 1.939 -0.3 -0.2 0.1
Cl 1.141 1.176 5.272 0.0 -0.2 0.1
C 0.403 -0.180 4.399 0.2 -0.1 -0.6
Cl -1.360 -0.189 4.636 0.3 -0.1 0.2
C 0.797 -0.095 2.880 1.2 0.1 1.0
O 1.999 -0.100 2.588 -1.6 0.0 0.3
O -0.221 -0.043 2.126 0.0 0.0 -0.8
H 0.819 -1.116 4.777 -0.1 0.2 0.2
```
Forces are in eV/Å.

Computed Löwdin charges, given in elementary charges: Sn 0.58; Cl -0.01; P 0.92; C -0.54; C -0.54; C -0.54; C -0.15; H 0.10; C -0.13; H 0.08; H 0.09; H 0.05; H 0.03; H 0.08; H 0.06; H 0.09; C -0.14; C -0.12; H 0.07; H 0.08; H 0.07; H 0.03; H 0.08; H 0.09; C -0.08; H 0.09; C -0.09; H 0.07; H 0.09; H 0.06; H 0.05; H 0.09; H 0.08; H -0.04; H -0.04; P 0.92; C -0.54; C -0.54; C -0.54; C -0.15; H 0.10; C -0.13; H 0.08; H 0.09; H 0.05; H 0.03; H 0.08; H 0.06; H 0.08; C -0.14; C -0.12; H 0.07; H 0.08; H 0.07; H 0.02; H 0.08; H 0.09; C -0.09; H 0.09; C -0.10; H 0.07; H 0.09; H 0.07; H 0.04; H 0.09; H 0.08; Cl 0.62; C -0.97; Cl 0.61; C -0.78; O -0.01; O -0.26; H 0.07

---

2.
Here is a structure of composition C11H26LiO7 at a distorted geometry from the Open Molecules 2025 dataset. Energies are from wB97M-V/def2-TZVPD.

The calculation puts the energy relative to the best compared isomer or geometry (same formula, charge and spin) at 18.5 kcal per mole. The charge is +1. The total energy is -968.5686 a.u.

XYZ file:
```
45
Properties=species:S:1:pos:R:3:forces:R:3
Li 0.326 -1.395 0.582 0.0 0.2 0.2
C 1.854 -2.265 -3.073 0.6 1.4 0.5
O 1.719 -1.690 -1.737 0.3 -0.6 -0.7
H 0.944 -1.974 -3.612 0.6 0.2 -0.5
H 1.792 -3.337 -3.004 0.6 -0.5 -0.1
H 2.826 -1.840 -3.509 -1.6 -1.0 0.3
H 0.854 -1.300 -1.789 -0.4 0.6 0.5
C -0.709 -0.407 3.465 -5.4 -3.3 -0.2
O -1.082 -1.039 2.204 2.4 0.5 0.4
H 0.211 -0.216 3.702 6.0 0.8 -0.5
H -0.969 -0.947 4.376 -0.6 -1.1 -0.3
H -1.224 0.449 3.636 -1.7 2.9 -0.2
H -1.989 -1.308 2.120 -0.6 0.2 0.6
C 0.203 -4.120 1.555 -3.9 0.2 -0.5
O 1.130 -3.162 1.183 -10.4 4.8 -0.4
H 0.516 -4.991 2.147 0.4 0.2 -0.8
H -0.358 -4.276 0.583 0.7 -1.3 1.2
H -0.660 -3.653 2.149 1.5 -0.3 -0.3
H 1.914 -3.394 1.240 11.6 -3.6 0.8
C 2.592 0.241 1.639 2.4 -0.3 1.7
O 1.440 0.219 0.810 0.8 -3.0 0.8
H 3.669 0.367 1.092 -2.8 -0.7 0.9
H 2.600 -0.710 2.374 0.0 2.0 -2.1
H 2.522 1.113 2.332 0.1 -0.6 -0.5
H 1.222 1.052 0.483 0.0 2.2 -0.8
C -1.459 -2.276 -1.493 7.7 -1.0 -1.6
O -1.016 -1.077 -0.887 0.1 2.7 -0.3
H -2.386 -2.450 -1.427 -7.5 -0.5 0.2
H -1.047 -3.175 -0.879 0.0 1.7 -1.1
H -1.105 -2.411 -2.596 -0.6 0.3 1.9
H -1.198 -0.130 -1.324 0.3 -3.3 0.7
C -1.228 4.797 -1.447 -0.2 -1.4 3.3
C -0.789 3.679 -2.162 -0.3 0.4 -0.4
C -0.625 2.444 -1.594 -0.1 1.7 2.2
C -0.832 2.281 -0.126 2.3 -2.8 -4.1
C -1.348 3.273 0.574 0.2 3.5 -4.8
C -1.475 4.583 -0.034 1.1 -3.3 -3.1
O -1.615 5.502 0.858 -1.2 5.1 0.1
O -0.157 1.432 -2.341 0.7 -2.9 -0.3
H -1.249 5.784 -1.862 -0.1 0.3 -0.2
H -0.494 3.792 -3.207 -0.2 0.0 0.2
H -0.319 1.421 0.376 -1.7 0.5 -0.5
H -1.513 3.212 1.533 -0.7 -0.3 5.1
H -1.714 6.383 0.348 0.2 -1.7 1.6
H 0.211 1.526 -3.245 -0.6 0.9 1.0
```
Forces are in eV/Å.

Computed Löwdin charges, given in elementary charges: Li 0.66; C -0.10; O -0.16; H 0.07; H 0.07; H 0.11; H -0.01; C -0.07; O -0.14; H 0.02; H 0.10; H 0.06; H 0.09; C -0.12; O -0.07; H 0.11; H 0.08; H 0.10; H -0.03; C -0.13; O -0.19; H 0.14; H 0.12; H 0.08; H 0.02; C -0.10; O -0.22; H 0.00; H 0.11; H 0.13; H 0.15; C 0.01; C -0.04; C -0.31; C -0.01; C -0.01; C -0.32; O 0.08; O 0.01; H 0.10; H 0.12; H 0.10; H 0.07; H 0.18; H 0.15

---

| no. | highest occupied orbital energy (Eh) |
| --- | --- |
| 1 | -0.27357 |
| 2 | -0.37703 |